Entry 1:
One molecule with the formula C6H4O. Source: OMol25; level of theory: ωB97M-V/def2-TZVPD.

Results
Highest occupied orbital energy (alpha / beta) ... -0.31764 / -0.31767 Eh
Relative energy (zero: lowest compared OMol25 entry of this formula, charge and spin) ... 104.0 kcal/mol
Structure (SMILES) ... C#Cc1ccco1
Gap between HOMO and LUMO (alpha / beta) ... 0.3222 / 0.3223 Eh
Charge ... 0
E_tot ... -8327.92942 eV

Last column: natural (NBO) charge in e.
Geometry (Å):
O (-0.465, -0.537, 1.176)  -0.39
C (1.112, -0.511, -0.432)  -0.16
C (0.053, 0.686, 1.109)  0.16
C (1.065, 0.757, 0.186)  -0.35
C (-2.005, -0.561, -0.990)  -0.29
C (-1.052, -1.335, -0.824)  -0.03
C (0.044, -1.235, 0.076)  0.14
H (-0.361, 1.412, 1.793)  0.22
H (1.702, -0.792, -1.295)  0.24
H (1.629, 1.638, -0.083)  0.24
H (-1.724, 0.479, -0.717)  0.24



Entry 2:
C35H51N2NaO5 as an isolated structure. Source: OMol25; level of theory: ωB97M-V/def2-TZVPD.

Results
Highest occupied orbital energy ... -0.05881 Eh
Relative energy (zero: lowest compared OMol25 entry of this formula, charge and spin) ... 0.0 kcal/mol
Gap between HOMO and LUMO ... 0.2007 Eh
Charge ... -2
E_tot ... -54759.86622 eV

Last column: Löwdin charge in e.
Geometry (Å):
Na (0.361, 0.585, 0.362)  0.39
O (-3.607, 1.386, -5.143)  -0.03
O (-4.073, -1.808, 0.395)  0.01
O (-1.482, 1.176, 2.091)  -0.02
O (-0.707, 1.208, -1.590)  -0.07
O (-1.243, -1.560, 0.468)  -0.05
N (-3.128, 0.840, 0.617)  0.12
N (-2.069, 1.758, -3.424)  0.15
C (-5.144, 2.128, -0.103)  -0.16
C (-1.544, 0.885, -2.489)  -0.50
C (3.022, 1.660, 0.710)  -0.08
C (4.300, -1.637, -2.006)  -0.08
C (-2.308, 1.684, 1.273)  -0.45
C (3.045, -0.421, -0.190)  -0.16
C (-2.542, -3.534, 1.054)  -0.08
C (3.064, 0.960, -0.523)  -0.17
C (3.122, 1.757, -1.862)  -0.55
C (3.328, -2.917, -0.244)  -0.09
C (-1.368, -5.419, 2.072)  -0.14
C (-2.850, 1.006, -4.258)  -0.57
C (-3.886, -2.994, 0.682)  -0.38
C (3.945, 1.888, 3.814)  -0.05
C (-0.124, -4.685, 1.831)  -0.09
C (2.919, -0.489, 1.218)  -0.08
C (-1.358, -2.722, 0.996)  -0.37
C (1.727, -1.924, -1.750)  -0.03
C (-2.526, -4.857, 1.641)  -0.10
C (2.891, 0.771, 1.781)  -0.27
C (-3.690, 3.946, 1.135)  -0.17
C (-3.977, 1.230, -0.472)  -0.19
C (2.233, 1.223, -3.024)  -0.04
C (-1.994, -0.514, -2.670)  -0.12
C (-2.340, 3.145, 0.990)  -0.09
C (2.554, 3.126, -1.617)  -0.11
C (2.684, -0.239, 4.054)  -0.08
C (2.770, 1.056, 3.249)  -0.55
C (1.456, 1.807, 3.546)  -0.06
C (3.127, -1.676, -1.092)  -0.53
C (-2.699, -0.468, -3.988)  -0.13
C (4.591, 1.939, -2.251)  -0.06
C (-0.162, -3.389, 1.424)  -0.03
C (-4.710, 3.625, -0.043)  -0.18
C (-5.064, -3.929, 0.576)  -0.04
H (3.288, -3.839, -0.820)  0.08
H (-3.352, 1.803, -1.159)  0.10
H (2.763, -1.447, 1.691)  0.08
H (2.430, 1.814, -3.900)  0.07
H (-3.129, -0.120, 0.875)  0.09
H (2.820, 2.750, 0.813)  0.10
H (1.145, 1.340, -2.744)  0.07
H (-3.685, -0.901, -3.995)  0.10
H (5.101, 2.198, -1.319)  0.08
H (-3.449, -5.372, 1.744)  0.07
H (1.025, -2.182, -0.995)  0.05
H (-2.662, -0.848, -1.845)  0.11
H (-1.156, -1.260, -2.660)  0.13
H (4.985, 0.974, -2.580)  0.05
H (-1.986, 3.420, -0.049)  0.14
H (2.424, 0.103, -3.192)  0.08
H (1.313, -1.047, -2.204)  0.04
H (-1.251, -6.377, 2.682)  0.09
H (-1.693, 3.663, 1.695)  0.11
H (4.256, -2.914, 0.344)  0.09
H (4.318, -0.841, -2.747)  0.05
H (-4.328, 0.338, -0.880)  0.09
H (-5.608, 1.789, 0.803)  0.10
H (1.431, 3.035, -1.474)  0.11
H (-4.861, -4.683, -0.170)  0.08
H (0.711, -2.764, 1.252)  0.08
H (4.405, -2.607, -2.547)  0.08
H (0.777, -5.224, 2.075)  0.08
H (2.715, 3.706, -2.518)  0.06
H (5.238, -1.603, -1.358)  0.11
H (1.680, -2.827, -2.362)  0.08
H (2.805, -0.114, 5.133)  0.07
H (1.755, -0.868, 3.792)  0.11
H (-2.141, -0.947, -4.845)  0.13
H (3.516, -0.833, 3.697)  0.07
H (1.343, 2.689, 2.872)  0.09
H (4.676, 2.737, -3.022)  0.08
H (4.866, 1.419, 3.621)  0.06
H (-5.915, 2.108, -0.917)  0.12
H (2.461, -2.948, 0.457)  0.06
H (-4.147, 3.691, 2.068)  0.09
H (3.902, 2.908, 3.486)  0.07
H (3.790, 1.957, 4.894)  0.07
H (-4.172, 3.877, -0.963)  0.11
H (-5.514, 4.343, 0.069)  0.08
H (-5.930, -3.385, 0.237)  0.07
H (1.444, 2.116, 4.576)  0.07
H (-5.216, -4.384, 1.542)  0.06
H (0.588, 1.226, 3.328)  0.05
H (3.105, 3.736, -0.862)  0.08
H (-3.430, 4.988, 1.141)  0.09



Entry 3:
One molecule with the formula C6H6. Source: OMol25; level of theory: ωB97M-V/def2-TZVPD.

Results
Highest occupied orbital energy ... -0.35235 Eh
Relative energy (zero: lowest compared OMol25 entry of this formula, charge and spin) ... 142.9 kcal/mol
Gap between HOMO and LUMO ... 0.3871 Eh
Charge ... 0
E_tot ... -6313.00448 eV

Last column: natural (NBO) charge in e.
Geometry (Å):
C (1.152, -0.141, 0.207)  0.04
C (-1.384, 0.657, 0.315)  -0.45
C (0.007, 0.232, 0.247)  -0.05
C (-2.573, 0.058, -0.966)  -0.27
C (2.546, -0.580, 0.148)  -0.68
C (-1.894, 1.069, -1.288)  -0.06
H (-1.502, 1.640, 0.772)  0.27
H (-1.930, -0.029, 0.982)  0.25
H (2.831, -1.121, 1.056)  0.23
H (2.706, -1.245, -0.707)  0.24
H (-3.175, -0.817, -0.805)  0.26
H (3.217, 0.277, 0.039)  0.24



Entry 4:
C15H38MgN7O7P as an isolated structure. Source: OMol25; level of theory: ωB97M-V/def2-TZVPD.

Results
Highest occupied orbital energy (alpha / beta) ... -0.22919 / -0.22486 Eh
Relative energy (zero: lowest compared OMol25 entry of this formula, charge and spin) ... 121.5 kcal/mol
Gap between HOMO and LUMO (alpha / beta) ... 0.2045 / 0.1610 Eh
Charge ... 0
E_tot ... -55658.46345 eV

Last column: natural (NBO) charge in e.
Geometry (Å):
P (0.093, -0.071, 1.948)  2.37
Mg (-0.034, 0.003, -1.477)  1.68
O (2.709, -0.725, -2.275)  -0.41
O (2.149, 0.886, -5.607)  -0.94
O (1.806, 2.306, -2.408)  -0.55
O (-1.802, -2.163, -0.420)  -0.53
O (0.434, -0.007, 0.468)  -1.17
O (0.162, -2.236, -6.019)  -0.44
O (-2.512, 0.499, 0.305)  -0.59
N (-0.343, 1.688, 2.182)  -0.75
N (0.680, 1.879, -1.668)  -0.23
N (-0.731, -1.906, -1.103)  -0.13
N (-1.521, 1.082, -0.469)  -0.18
N (1.531, -1.126, -2.152)  -0.15
N (-1.069, -0.706, 2.953)  -0.85
N (1.346, -1.190, 2.224)  -0.74
C (-1.930, 3.229, 0.669)  -0.68
C (-0.059, -2.866, -1.785)  0.13
C (-1.220, 2.106, 3.298)  -0.43
C (2.127, -3.264, -3.179)  -0.67
C (0.765, 2.661, 2.110)  -0.44
C (0.045, 2.802, -0.962)  0.23
C (-2.385, -1.117, 2.542)  -0.41
C (-1.490, 0.099, -3.092)  -1.35
C (-0.679, -4.206, -1.899)  -0.67
C (-0.975, -0.580, 4.420)  -0.40
C (-1.177, 2.320, -0.227)  0.21
C (1.471, -1.919, 3.443)  -0.41
C (0.502, 4.201, -0.827)  -0.69
C (1.189, -2.456, -2.377)  0.15
C (2.640, -1.011, 1.572)  -0.41
H (2.251, -2.694, 3.329)  0.21
H (1.721, -4.263, -3.327)  0.22
H (-2.223, -0.472, -2.497)  0.18
H (-1.667, -4.095, -2.372)  0.24
H (-2.593, 3.812, 0.022)  0.24
H (-0.380, 4.852, -0.815)  0.23
H (-1.602, -0.083, -4.160)  0.18
H (1.153, 4.463, -1.666)  0.26
H (1.976, 1.598, -3.071)  0.50
H (-1.093, -1.586, 4.853)  0.20
H (-2.344, -1.740, 1.637)  0.25
H (-2.534, 2.661, 1.384)  0.25
H (1.790, -1.182, 4.211)  0.17
H (-1.249, 3.896, 1.201)  0.21
H (0.445, 3.739, 2.164)  0.20
H (1.370, 2.511, 1.197)  0.23
H (-3.038, -0.244, 2.404)  0.19
H (3.197, -0.268, 2.187)  0.17
H (-2.461, -0.481, 0.042)  0.53
H (3.200, -1.968, 1.583)  0.20
H (1.442, 1.066, -5.024)  0.46
H (-0.818, -4.603, -0.884)  0.24
H (2.594, -0.647, 0.535)  0.25
H (3.087, -3.313, -2.647)  0.24
H (-1.473, 1.168, -2.804)  0.17
H (-1.470, 3.192, 3.304)  0.21
H (-2.799, -1.703, 3.368)  0.19
H (-0.611, 1.882, 4.180)  0.18
H (-2.161, 1.542, 3.317)  0.21
H (2.270, -2.776, -4.150)  0.25
H (-0.029, -0.142, 4.774)  0.21
H (-0.048, -4.865, -2.493)  0.22
H (-1.818, 0.030, 4.783)  0.20
H (0.518, -2.388, 3.728)  0.21
H (1.350, 2.402, 3.005)  0.18
H (-0.627, -1.888, -5.551)  0.43
H (1.061, 4.351, 0.107)  0.24
H (1.891, 0.023, -6.045)  0.48



> Which of these has the lowest relative energy (zero: lowest compared OMol25 entry of this formula, charge and spin)?

C35H51N2NaO5



> Number 3 is which compound?

C6H6